Below is a cluster of 3 separate species, C21H28Cl2FN5O in total in a non-equilibrium geometry, with properties calculated with the ωB97M-V functional and the def2-TZVPD basis.

Properties
Strongest force on any atom: 2.12 eV Å⁻¹
Kohn-Sham gap: 7.9 eV
Total energy: -2186.06937 a.u.
Structure (SMILES): C=C[C@](C#N)(CC(=O)F)[C@](C#N)(CNC)/C(Cl)=C(\C)Cl.CCCC#N.CCCC#N

```
58
Properties=species:S:1:pos:R:3:forces:R:3
C 0.72662 -0.72160 1.42037 -0.45 0.00 -0.24
C -0.22711 0.01082 0.74477 0.97 -0.96 0.43
C 0.03280 0.36333 -0.71622 -1.54 -1.22 -0.35
C 0.66349 -0.79727 -1.37700 0.94 -0.29 -0.36
N 1.30830 -1.61092 -1.88180 -0.71 0.43 0.38
C 1.05015 1.56279 -0.68609 -0.07 0.02 -0.29
C 2.24339 1.40218 -1.61644 1.21 -0.46 1.01
O 3.26490 0.93258 -1.20850 -0.68 0.49 -0.22
F 2.17279 1.82650 -2.86516 -0.44 0.16 -0.04
C -1.28273 0.72635 -1.52041 0.70 0.35 -0.78
C -0.81086 1.46455 -2.72335 0.07 0.80 -1.84
N -0.49850 2.03095 -3.69016 -0.47 -0.73 1.83
C -2.18242 1.75990 -0.79217 -0.24 -0.01 -0.23
N -3.45363 1.86644 -1.47522 -0.05 0.45 0.20
C -4.10312 3.14467 -1.18621 -0.35 -0.39 -0.34
C -2.01508 -0.51196 -2.04779 -0.12 -0.48 -0.71
Cl -1.75987 -0.92991 -3.72692 0.07 0.21 0.38
C -2.82106 -1.29372 -1.33932 0.18 0.28 0.48
C -3.08451 -1.09178 0.12614 -0.85 -1.10 -0.19
Cl -3.61617 -2.65613 -2.05914 0.11 0.16 0.22
H 1.36140 -0.28530 2.18662 -1.35 -0.55 1.54
H 0.91793 -1.76035 1.17181 1.46 0.47 -1.37
H -1.13961 0.26917 1.26765 0.61 1.97 0.27
H 1.49882 1.56056 0.29464 0.15 0.00 0.13
H 0.54474 2.51967 -0.79088 -0.12 -0.01 -0.34
H -1.69832 2.72833 -0.90498 0.11 0.08 0.11
H -2.27672 1.58383 0.28072 0.03 -0.13 0.04
H -4.08262 1.12576 -1.20098 0.10 -0.23 -0.04
H -3.65921 3.92632 -1.79761 0.19 0.16 0.17
H -4.09752 3.40368 -0.12265 0.12 0.17 0.04
H -5.14209 3.06433 -1.49710 -0.10 0.06 0.00
H -2.25804 -1.43985 0.73531 0.20 0.19 0.07
H -3.42248 -0.10221 0.39846 0.22 0.19 0.06
H -3.90485 -1.75721 0.38434 -0.14 0.07 0.16
C 4.75765 -1.35584 -2.63337 0.18 -0.01 -0.04
C 6.18357 -1.82297 -2.36054 -0.21 0.19 -0.05
C 6.44594 -3.25854 -2.82982 -0.07 0.13 0.26
C 5.56213 -4.20303 -2.13480 0.26 0.07 -0.29
N 4.87007 -4.93797 -1.59231 -0.13 -0.13 0.16
H 4.02707 -1.95869 -2.09503 -0.02 -0.05 -0.03
H 4.62806 -0.32572 -2.31035 0.06 -0.12 -0.10
H 4.52639 -1.40980 -3.69996 -0.02 -0.03 0.01
H 6.38713 -1.74684 -1.29028 0.07 -0.06 -0.01
H 6.88259 -1.15466 -2.86790 0.09 -0.09 0.00
H 7.47943 -3.54127 -2.62749 0.00 -0.09 -0.03
H 6.27626 -3.34591 -3.90364 -0.03 -0.04 -0.01
C -1.79458 -0.49059 5.72017 0.03 0.00 -0.02
C -1.41800 0.78396 4.97341 0.07 -0.21 0.14
C -2.63897 1.59460 4.52210 0.18 -0.23 -0.07
C -3.47391 0.80439 3.60942 0.07 0.37 0.18
N -4.11848 0.18715 2.88959 -0.06 -0.12 -0.16
H -2.36130 -1.17363 5.08581 -0.04 0.03 0.00
H -0.89906 -1.01813 6.04724 -0.01 0.01 0.03
H -2.39549 -0.26504 6.60300 -0.01 -0.02 0.00
H -0.80923 0.52290 4.10393 -0.01 0.08 -0.03
H -0.80096 1.41022 5.61968 -0.03 0.09 -0.06
H -2.32214 2.50102 4.00562 -0.09 0.03 -0.02
H -3.24294 1.88987 5.38078 -0.04 0.00 -0.01
```
Positions in Å, forces in eV/Å.

Partial atomic charges computed with the Mulliken method, in multiples of e:
1 C -0.80
2 C -1.55
3 C 2.80
4 C -0.49
5 N -0.61
6 C -0.56
7 C 0.33
8 O -0.50
9 F -0.24
10 C 1.89
11 C -0.73
12 N -0.60
13 C -1.88
14 N -0.24
15 C -0.98
16 C -0.27
17 Cl -0.15
18 C 0.17
19 C -1.08
20 Cl -0.19
21 H 0.24
22 H 0.30
23 H 0.49
24 H 0.50
25 H 0.38
26 H 0.80
27 H 0.62
28 H 0.32
29 H 0.30
30 H 0.32
31 H 0.39
32 H 0.26
33 H 0.17
34 H 0.55
35 C -0.87
36 C -0.54
37 C -0.47
38 C 0.27
39 N -0.43
40 H 0.32
41 H 0.21
42 H 0.32
43 H 0.29
44 H 0.34
45 H 0.30
46 H 0.28
47 C -1.26
48 C 0.03
49 C -0.47
50 C 0.27
51 N -0.48
52 H 0.35
53 H 0.35
54 H 0.33
55 H -0.12
56 H 0.36
57 H 0.28
58 H 0.38